[1]
Density functional theory data (ωB97M-V with the def2-TZVPD basis set) for a single C5H5N molecule in a non-equilibrium geometry.

Each line ends with the natural charge from an NBO analysis.
Cartesian coordinates (Å):
C 1.63 0.27 0.94  -0.17
C 0.65 0.08 0.08  -0.01
C -1.03 0.32 -0.45  0.27
N -1.87 0.29 -1.39  -0.33
C -2.40 0.07 0.02  -0.33
C 1.93 -0.41 -0.40  -0.41
H 1.97 0.76 1.88  0.25
H -2.48 -0.93 0.39  0.17
H -3.14 0.76 0.43  0.19
H 2.45 0.22 -1.11  0.18
H 2.29 -1.43 -0.40  0.19

Strongest force on any atom = 3.95 eV/Å
Energy relative to the best compared isomer or geometry (same formula, charge and spin) = 598.4 kJ/mol
E = -248.0471 hartree
Frontier orbital gap = 9.9 eV
Lowest unoccupied orbital energy = 0.57 eV
Net charge = 0
Multiplicity = 1
Highest occupied orbital energy = -9.4 eV



[2]
Density functional theory data (ωB97M-V with the def2-TZVPD basis set) for a single C5H5N molecule in a non-equilibrium geometry.

Each line ends with the natural charge from an NBO analysis.
Cartesian coordinates (Å):
C 0.25 0.21 -1.12  -0.18
C 0.74 1.10 -0.17  -0.28
C 0.19 0.88 1.11  0.06
N -0.08 -0.35 1.53  -0.41
C -0.34 -1.27 0.62  0.04
C -0.49 -0.89 -0.71  -0.29
H 0.40 0.40 -2.18  0.23
H 1.42 1.92 -0.39  0.23
H -0.33 1.65 1.66  0.19
H -0.53 -2.28 0.99  0.20
H -1.23 -1.37 -1.34  0.22

Strongest force on any atom = 1.57 eV/Å
Energy relative to the best compared isomer or geometry (same formula, charge and spin) = 131.1 kJ/mol
E = -248.2251 hartree
Frontier orbital gap = 9.5 eV
Lowest unoccupied orbital energy = 0.69 eV
Net charge = 0
Multiplicity = 1
Highest occupied orbital energy = -8.8 eV



[3]
Density functional theory data (ωB97M-V with the def2-TZVPD basis set) for a single C5H5N molecule in a non-equilibrium geometry.

Each line ends with the natural charge from an NBO analysis.
Cartesian coordinates (Å):
N 2.79 0.32 0.43  -0.34
C 1.89 -0.31 0.12  0.29
C 0.60 -0.97 -0.28  -0.52
C -0.67 -0.28 0.29  -0.25
C -1.29 0.84 -0.52  -0.17
C -0.75 1.22 0.60  -0.15
H 0.52 -0.80 -1.43  0.25
H 0.75 -2.05 -0.05  0.26
H -1.38 -0.97 0.77  0.19
H -1.86 0.96 -1.30  0.21
H -0.61 2.03 1.38  0.25

Strongest force on any atom = 6.70 eV/Å
Energy relative to the best compared isomer or geometry (same formula, charge and spin) = 330.3 kJ/mol
E = -248.1492 hartree
Frontier orbital gap = 11.1 eV
Lowest unoccupied orbital energy = 0.96 eV
Net charge = 0
Multiplicity = 1
Highest occupied orbital energy = -10.2 eV



[4]
Density functional theory data (ωB97M-V with the def2-TZVPD basis set) for a single C5H5N molecule in a non-equilibrium geometry.

Each line ends with the natural charge from an NBO analysis.
Cartesian coordinates (Å):
C 1.42 -1.16 0.24  -0.47
C 0.30 -0.60 -0.11  0.10
C -0.72 0.01 -0.62  -0.28
C -1.50 0.98 0.36  -0.53
C -2.35 0.69 1.49  0.28
N -2.88 0.49 2.48  -0.32
H 1.53 -2.04 0.89  0.23
H 2.36 -0.69 -0.09  0.23
H -1.05 -0.21 -1.65  0.24
H -0.67 1.52 0.73  0.26
H -2.17 1.75 -0.23  0.25

Strongest force on any atom = 3.79 eV/Å
Energy relative to the best compared isomer or geometry (same formula, charge and spin) = 257.6 kJ/mol
E = -248.1769 hartree
Frontier orbital gap = 10.7 eV
Lowest unoccupied orbital energy = 0.68 eV
Net charge = 0
Multiplicity = 1
Highest occupied orbital energy = -10.0 eV



[5]
Density functional theory data (ωB97M-V with the def2-TZVPD basis set) for a molecular structure, C5H5N in a non-equilibrium geometry.

Each line ends with the natural charge from an NBO analysis.
Cartesian coordinates (Å):
C -0.17 0.39 0.54  0.08
C 1.14 0.11 0.97  -0.37
C -1.55 0.70 0.09  -0.30
C 0.59 -0.78 -0.06  -0.01
C -1.84 -0.62 0.04  -0.05
N -0.65 -1.05 0.52  -0.41
H 1.89 0.76 0.77  0.21
H 1.21 -0.27 2.00  0.19
H -2.10 1.61 -0.18  0.23
H 0.89 -1.12 -1.06  0.21
H -2.44 -1.47 -0.13  0.22

Strongest force on any atom = 4.63 eV/Å
Energy relative to the best compared isomer or geometry (same formula, charge and spin) = 631.1 kJ/mol
E = -248.0347 hartree
Frontier orbital gap = 9.4 eV
Lowest unoccupied orbital energy = 1.16 eV
Net charge = 0
Multiplicity = 1
Highest occupied orbital energy = -8.2 eV



[6]
Density functional theory data (ωB97M-V with the def2-TZVPD basis set) for a single C5H5N molecule in a non-equilibrium geometry.

Each line ends with the natural charge from an NBO analysis.
Cartesian coordinates (Å):
C 1.48 -0.10 1.14  -0.17
C 0.31 -0.10 0.58  -0.02
C -0.51 0.27 -0.82  0.24
N -0.97 -0.35 -1.77  -0.32
C -1.13 1.17 -1.74  -0.31
C 0.42 -1.17 1.60  -0.40
H 2.52 -0.01 1.01  0.23
H -2.06 1.51 -1.39  0.18
H -0.53 1.88 -2.36  0.19
H 0.51 -2.08 1.21  0.18
H -0.03 -1.01 2.55  0.19

Strongest force on any atom = 5.54 eV/Å
Energy relative to the best compared isomer or geometry (same formula, charge and spin) = 539.5 kJ/mol
E = -248.0696 hartree
Frontier orbital gap = 10.6 eV
Lowest unoccupied orbital energy = 0.87 eV
Net charge = 0
Multiplicity = 1
Highest occupied orbital energy = -9.7 eV



[7]
Density functional theory data (ωB97M-V with the def2-TZVPD basis set) for a molecular structure, C5H5N.

Each line ends with the natural charge from an NBO analysis.
Cartesian coordinates (Å):
C -0.33 0.84 0.20  -0.07
C 1.03 0.07 0.09  -0.37
C 1.42 0.77 -1.12  -0.06
N -1.07 -0.18 -0.63  -0.32
C -1.07 -0.29 0.81  -0.12
C -0.05 -1.04 0.07  -0.10
H -0.54 1.90 0.24  0.24
H 1.71 0.14 0.95  0.22
H 0.84 0.31 -1.95  0.11
H -1.95 -0.41 1.42  0.24
H 0.01 -2.12 -0.08  0.23

Strongest force on any atom = 0.65 eV/Å
Energy relative to the best compared isomer or geometry (same formula, charge and spin) = 714.5 kJ/mol
E = -248.0029 hartree
Frontier orbital gap = 8.7 eV
Lowest unoccupied orbital energy = 0.05 eV
Net charge = 0
Multiplicity = 1
Highest occupied orbital energy = -8.7 eV



[8]
Density functional theory data (ωB97M-V with the def2-TZVPD basis set) for a single C5H5N molecule.

Each line ends with the natural charge from an NBO analysis.
Cartesian coordinates (Å):
C -1.74 -1.01 0.17  -0.62
C -0.83 -0.57 -0.95  -0.32
C 0.42 -0.28 -0.71  0.18
C 1.58 0.12 -0.34  -0.33
C 2.24 1.04 0.29  0.44
N 2.97 1.80 0.92  -0.63
H -1.15 -1.29 1.05  0.22
H -2.36 -1.87 -0.12  0.22
H -2.41 -0.20 0.45  0.22
H -1.24 -0.40 -1.95  0.23
H 2.51 2.66 1.19  0.39

Strongest force on any atom = 0.59 eV/Å
Energy relative to the best compared isomer or geometry (same formula, charge and spin) = 324.1 kJ/mol
E = -248.1516 hartree
Frontier orbital gap = 8.5 eV
Lowest unoccupied orbital energy = 0.27 eV
Net charge = 0
Multiplicity = 1
Highest occupied orbital energy = -8.3 eV



[9]
Density functional theory data (ωB97M-V with the def2-TZVPD basis set) for a gas-phase ion, C5H5N2O4 (charge -1) in a non-equilibrium geometry.

Each line ends with the natural charge from an NBO analysis.
Cartesian coordinates (Å):
C -0.28 -0.24 -0.27  0.04
C 1.76 1.42 -0.20  0.79
C -1.62 -0.26 -0.10  -0.55
C 0.39 -1.43 -0.79  0.33
C 3.56 -0.68 0.08  0.92
N 0.44 0.94 -0.15  -0.62
N 2.92 0.72 -0.18  -0.73
O 0.12 -2.56 -0.26  -0.62
O 1.81 2.66 -0.24  -0.72
O 2.73 -1.57 0.15  -0.74
O 4.77 -0.59 0.15  -0.72
H -2.18 0.65 0.06  0.19
H -2.18 -1.16 -0.22  0.20
H -0.15 1.76 -0.09  0.40
H 3.68 1.39 -0.23  0.40
H -0.33 -2.53 0.62  0.44

Strongest force on any atom = 2.36 eV/Å
Energy relative to the best compared isomer or geometry (same formula, charge and spin) = 174.6 kJ/mol
E = -604.0004 hartree
Frontier orbital gap = 7.9 eV
Lowest unoccupied orbital energy = 3.36 eV
Net charge = -1
Multiplicity = 1
Highest occupied orbital energy = -4.6 eV



[10]
Density functional theory data (ωB97M-V with the def2-TZVPD basis set) for a single C5H5N3 molecule in a non-equilibrium geometry.

Each line ends with the natural charge from an NBO analysis.
Cartesian coordinates (Å):
C -0.43 -1.18 1.09  -0.20
C -0.91 -0.96 -0.16  -0.05
N -0.38 0.21 -0.69  -0.41
C -0.38 0.97 -1.81  0.16
N 0.35 2.01 -1.64  -0.29
N 0.99 1.88 -0.39  -0.29
C 0.55 0.74 0.06  0.35
C 0.71 -0.12 1.41  -0.50
H -0.71 -1.98 1.85  0.24
H -1.44 -1.81 -0.70  0.24
H -1.08 0.52 -2.73  0.21
H 1.72 -0.75 1.29  0.25
H 1.00 0.48 2.42  0.28

Strongest force on any atom = 5.21 eV/Å
Energy relative to the best compared isomer or geometry (same formula, charge and spin) = 212.0 kJ/mol
E = -357.6919 hartree
Frontier orbital gap = 10.2 eV
Lowest unoccupied orbital energy = 0.75 eV
Net charge = 0
Multiplicity = 1
Highest occupied orbital energy = -9.4 eV



[11]
Density functional theory data (ωB97M-V with the def2-TZVPD basis set) for a single C5H5N3 molecule in a non-equilibrium geometry.

Each line ends with the natural charge from an NBO analysis.
Cartesian coordinates (Å):
C 0.46 -1.47 -0.79  -0.23
C 0.91 -1.19 0.39  -0.19
C 0.38 -0.09 1.01  -0.05
N 0.45 0.82 2.05  -0.20
N -0.16 1.93 1.70  -0.05
N -0.79 1.73 0.43  -0.42
C -0.48 0.41 0.12  0.19
C -0.63 -0.48 -1.11  -0.48
H 1.20 -2.23 -1.28  0.24
H 1.99 -1.55 0.67  0.22
H -1.27 2.69 0.05  0.46
H -0.39 0.28 -1.91  0.25
H -1.68 -0.87 -1.33  0.26

Strongest force on any atom = 8.15 eV/Å
Energy relative to the best compared isomer or geometry (same formula, charge and spin) = 325.2 kJ/mol
E = -357.6487 hartree
Frontier orbital gap = 9.4 eV
Lowest unoccupied orbital energy = 0.75 eV
Net charge = 0
Multiplicity = 1
Highest occupied orbital energy = -8.6 eV



[12]
Density functional theory data (ωB97M-V with the def2-TZVPD basis set) for a molecular structure, C5H5N3 in a non-equilibrium geometry.

Each line ends with the natural charge from an NBO analysis.
Cartesian coordinates (Å):
C 0.28 -0.73 -2.36  -0.43
C -0.57 0.18 -1.61  -0.28
C -0.31 0.07 -0.01  0.19
C -0.22 0.08 2.03  0.42
C 1.12 0.09 0.33  0.02
H -0.11 -0.56 -3.46  0.23
H 1.11 -1.92 -1.94  0.28
H -1.53 0.90 -1.86  0.27
H -1.47 0.89 3.43  0.36
H 2.10 0.44 -0.42  0.27
N -1.07 0.27 1.03  -0.46
N -0.37 0.57 3.17  -0.48
N 1.04 -0.28 1.67  -0.39

Strongest force on any atom = 7.19 eV/Å
Energy relative to the best compared isomer or geometry (same formula, charge and spin) = 680.3 kJ/mol
E = -357.5135 hartree
Frontier orbital gap = 8.5 eV
Lowest unoccupied orbital energy = -1.38 eV
Net charge = 0
Multiplicity = 1
Highest occupied orbital energy = -9.9 eV



Question: What is the formula in the sixth record?
Answer: C5H5N



Question: The lowest highest occupied orbital energy belongs to which entry?
Answer: number 3